Molecular formula: C48H45N10O16P
Method: DFT, ωB97M-V with the def2-TZVPD basis set

ORCA input file:
```
! wB97M-V def2-TZVPD RIJCOSX def2/J DEFGRID3
* xyz 0 1
N -0.799 2.359 1.121
H -14.347 0.403 -4.181
H 2.080 -2.467 2.766
C -0.823 0.370 6.866
C 13.874 -5.821 -0.362
O -2.060 4.163 9.322
H -6.812 1.421 1.811
C 1.725 -1.913 1.901
O 11.259 -3.878 1.030
N -10.537 -2.283 1.108
C -6.071 4.502 -2.038
C -7.570 0.662 1.675
H -2.339 5.369 -2.528
H 2.317 -2.161 1.018
H -11.776 -1.884 -1.626
H -1.565 1.099 -1.899
H -5.375 2.587 -1.362
O 12.914 -3.291 -0.208
C -1.085 1.638 9.334
C -10.836 -0.947 -3.300
H 6.377 4.212 -1.492
H 11.082 -6.226 1.530
C -4.369 6.035 -2.686
H -6.460 6.492 -2.755
H 1.817 -0.845 2.127
H -0.586 2.081 2.077
O 3.229 -0.535 -3.264
C -3.379 5.115 -2.388
C -2.633 -0.881 0.771
H 5.107 0.873 -3.846
C 3.988 1.281 -2.062
H -8.603 -1.622 -0.604
N -3.979 7.355 -3.210
H 6.652 2.770 -3.474
H -12.410 0.971 -5.615
H -2.738 -1.400 -0.179
O 2.162 0.008 -1.477
C -0.593 0.344 9.266
C -9.494 -1.265 1.313
H -14.026 -1.016 -2.181
O -4.864 8.153 -3.445
O -2.313 4.171 7.186
H -1.190 2.142 10.282
H -0.313 -0.171 10.175
N 3.060 0.164 -2.287
C -13.363 0.026 -3.935
C -8.568 -1.046 0.308
C -3.619 0.202 0.868
C 13.554 -8.133 0.213
C -11.921 -1.261 -2.497
C -5.711 5.752 -2.517
C -1.317 1.663 6.924
H -8.477 0.988 3.593
C -13.182 -0.773 -2.813
C 4.684 3.133 -0.740
C -5.093 3.562 -1.736
C -0.228 -1.638 0.604
C 11.976 -6.492 0.986
O 0.359 -2.266 1.718
C 14.290 -7.141 -0.422
C 9.634 -0.107 -3.191
O 8.553 1.600 -4.297
C -7.602 -0.071 0.495
C -3.749 3.869 -1.909
P -0.584 1.074 0.015
H -0.722 -0.115 5.906
N 8.896 1.165 -3.213
H -0.101 3.056 0.881
N -4.352 1.079 0.775
H 9.774 -0.128 -1.051
H -10.213 -0.747 3.264
H 10.986 -2.280 -1.013
C 3.815 2.072 -0.941
O -10.514 -2.909 0.064
N -9.880 0.208 -5.249
C -12.284 0.348 -4.742
C 12.401 -7.809 0.916
O -2.795 7.570 -3.377
C -1.442 2.273 8.159
O -8.798 -0.251 -4.941
C -1.162 -0.440 1.022
C 10.984 -2.494 -3.149
C 12.720 -5.522 0.340
H 0.540 -1.278 -0.084
H -1.601 2.184 6.021
O 8.672 1.709 -2.150
H 13.880 -9.163 0.158
C -0.985 -0.211 2.452
N 12.265 -4.125 0.395
O -11.363 -2.435 1.982
H 11.831 -8.583 1.411
H 15.189 -7.395 -0.966
H 10.839 -2.441 -5.291
O -1.840 1.351 -1.010
C -0.465 -0.288 8.035
H -2.889 -1.606 1.550
H -2.996 3.133 -1.668
H 4.567 3.765 0.130
H 11.514 -3.438 -3.131
C -8.505 0.419 2.674
H -0.814 -2.392 0.075
H 9.619 -0.288 -5.328
H 14.436 -5.039 -0.851
C 5.701 3.383 -1.653
H -9.850 -1.321 -3.066
H -7.117 4.261 -1.902
C 10.605 -1.937 -4.363
C -9.479 -0.551 2.497
C 10.009 -0.642 -1.971
C -11.036 -0.144 -4.406
H 3.018 1.864 -0.242
O -10.075 0.937 -6.199
C 4.997 1.511 -2.981
H -0.084 -1.300 7.987
N -0.845 0.153 3.533
C 9.922 -0.732 -4.391
H -6.871 0.121 -0.278
C 10.690 -1.849 -1.955
C 5.860 2.573 -2.771
N -1.980 3.643 8.227
*
```

Summary:
* E_LUMO: -0.984 eV
* relative energy (zero: lowest compared OMol25 entry of this formula, charge and spin): 0.0 kJ/mol
* SMILES: COC[C@](C#N)(CC#N)P(N)O.O=[N+]([O-])c1ccccc1.O=[N+]([O-])c1ccccc1.O=[N+]([O-])c1ccccc1.O=[N+]([O-])c1ccccc1.O=[N+]([O-])c1ccccc1.O=[N+]([O-])c1ccccc1.O=[N+]([O-])c1ccccc1
* gap between HOMO and LUMO: 8.140 eV
* electronic energy: -107436.16613 eV

Molecular formula: C48H47N3O5
Method: DFT, ωB97M-V with the def2-TZVPD basis set

ORCA input file:
```
! wB97M-V def2-TZVPD RIJCOSX def2/J DEFGRID3
* xyz 0 1
C 2.738 -2.943 -2.538
C -3.119 1.131 4.206
C -3.307 3.381 -1.229
C -2.999 1.499 1.675
C 0.286 -3.315 -2.713
O 5.350 -1.559 -1.855
H 0.079 4.628 3.354
C 1.981 3.297 0.396
H -1.640 1.939 -3.438
H -3.567 3.942 -4.582
H 0.155 -2.335 -0.345
H 8.203 -5.416 -2.629
H -5.941 5.997 -4.360
H -3.295 0.565 6.267
C 7.385 -5.727 -1.973
C -4.607 5.379 -1.687
H -2.305 1.833 4.391
H 6.553 -5.007 -4.431
C 3.920 -3.458 -2.075
O 3.093 -5.075 -0.512
H 1.544 4.230 0.015
H -1.591 4.063 3.110
H -2.772 1.054 -2.386
C 2.792 0.404 0.526
C -0.062 2.539 3.044
C 0.595 -0.240 -0.297
C -3.696 4.092 -3.506
C 1.603 -3.820 -2.781
H -0.521 -1.953 2.313
H 2.430 -2.991 0.445
H 4.116 -1.227 0.981
H -1.813 -3.760 -2.629
C 1.509 1.022 4.112
H -0.323 0.010 -0.839
H 2.694 -1.881 -2.746
C -4.734 0.131 2.685
C -4.437 4.666 0.676
C 1.491 0.806 0.108
C -0.547 3.929 2.784
H -4.908 3.778 1.115
C -4.772 -0.432 5.036
C 5.717 -5.285 -3.776
C -3.590 0.927 2.889
H 7.210 -6.800 -2.099
C 0.685 -6.063 -3.067
C 6.106 -4.971 -2.345
H -1.458 -6.229 -2.874
O 6.330 -3.564 -2.125
H 3.222 1.698 5.236
H 2.169 3.431 1.482
H -3.598 4.972 1.317
H 1.575 3.174 4.279
H 7.640 -5.527 -0.927
C 1.773 -5.196 -3.062
H -5.169 5.484 0.700
H -1.986 -1.290 3.079
H 3.506 0.242 4.264
H 5.566 -6.369 -3.869
C -3.216 3.128 -2.612
H 1.115 -1.069 3.858
O -0.289 2.158 -1.815
H 3.551 1.173 0.727
C -1.504 2.324 0.237
C 3.108 -0.939 0.663
H -5.183 6.239 -1.325
C -1.165 -1.063 2.379
C -2.688 1.844 -3.140
C 2.167 -1.932 0.365
C 0.902 -1.574 -0.091
N -1.636 1.648 1.437
H 2.774 -5.568 -3.282
C -4.910 6.218 -4.053
C -0.808 -4.176 -2.744
H -5.135 0.062 1.674
H -5.203 -0.985 5.868
H -6.163 -1.206 3.566
C -0.365 0.122 2.835
C 5.219 -2.755 -2.026
C 1.053 2.315 3.856
H 2.583 0.127 5.764
H 2.967 3.145 -0.090
C -0.667 1.434 2.454
C -4.384 5.225 -3.059
H 4.810 -4.760 -4.097
C 3.970 -4.707 -1.275
H -0.472 4.192 1.719
C 0.773 -0.058 3.630
N -3.689 1.928 0.655
C 2.768 0.765 4.889
C -4.088 4.463 -0.763
O 5.113 -5.448 -1.398
C -5.303 -0.566 3.749
H 0.151 -2.235 -2.579
N -2.765 2.445 -0.268
C -0.257 2.318 -0.566
C 1.093 2.157 0.120
H -3.266 1.539 -4.022
H -4.895 7.235 -3.649
H -4.287 6.189 -4.952
H -1.603 -0.897 1.388
H 0.859 -7.134 -3.187
C -0.605 -5.554 -2.893
C -3.691 0.426 5.262
*
```

Summary:
* E_LUMO: -0.778 eV
* relative energy (zero: lowest compared OMol25 entry of this formula, charge and spin): 161.9 kJ/mol
* gap between HOMO and LUMO: 4.309 eV
* electronic energy: -65243.79158 eV

Molecular formula: C48H48AsF6O16Sn
Method: DFT, ωB97M-V with the def2-TZVPD basis set

ORCA input file:
```
! wB97M-V def2-TZVPD RIJCOSX def2/J DEFGRID3
* xyz 1 1
H -0.580 -2.584 -2.357
C 0.932 1.769 4.926
H -7.080 -0.789 -2.043
C -1.974 -1.560 -5.248
H 4.938 -7.609 1.855
C -3.774 -0.267 -1.353
C -4.315 0.475 -3.571
O 1.587 5.991 -0.124
H 2.050 6.819 -0.270
C 4.890 -0.947 4.537
H 1.354 2.716 4.608
H -2.601 4.629 -1.939
C 1.073 2.346 -5.868
H -3.832 -4.097 -1.990
C -6.051 -0.474 -2.138
C 4.009 -2.299 2.799
O -2.987 -3.663 -1.800
H -1.616 4.561 -4.222
C 3.589 4.804 2.687
F -0.489 -1.685 0.361
C -3.039 3.830 -1.354
O 0.342 -4.168 0.417
C -1.036 -1.781 -4.246
H 3.973 -4.028 6.768
H -4.519 -3.362 -3.857
O 4.454 0.037 2.380
C -0.322 2.847 -3.936
O 0.718 -1.700 3.723
C 0.858 -6.230 1.496
C -2.823 2.449 0.612
C 4.732 -2.006 5.426
O 0.520 2.703 7.104
C -2.663 -2.955 -2.958
H 1.281 -1.408 2.989
H 0.967 3.967 -7.406
H -2.124 -0.085 -0.278
C 0.601 2.045 -4.572
H -2.332 0.490 -2.695
O -0.697 5.478 -6.502
F 2.026 0.420 -0.901
H -3.928 0.728 -4.549
F -0.091 -0.212 -1.711
H 0.568 0.561 -3.198
H 3.642 -4.367 3.376
O 4.105 -4.309 5.858
O -2.824 -0.728 -0.463
C 4.455 -1.049 3.216
H -1.250 3.638 -0.159
H -4.914 4.879 -2.785
H 1.918 3.452 -0.489
H 1.494 -7.858 2.748
C 1.281 -5.086 0.856
C 0.613 -0.608 4.536
H -0.432 0.313 7.566
Sn -2.627 -3.277 1.066
H -4.477 1.349 1.241
C 1.012 0.650 4.112
H 4.296 1.714 2.841
C -4.156 2.074 0.505
O 1.007 0.903 -3.981
C -4.386 3.473 -1.450
H 1.545 0.748 3.171
H -3.882 -2.009 -6.012
O -5.154 4.022 -2.431
C 0.662 3.523 -6.464
C 2.270 5.198 0.790
C 0.021 -0.745 5.781
C -4.932 2.615 -0.514
C 3.107 -7.018 1.604
C -0.057 0.415 6.547
H -5.365 -1.112 -0.198
H 4.112 5.301 3.496
H -0.196 -6.408 1.677
F 1.484 -2.075 -1.018
C -3.564 -2.869 -4.001
As 0.790 -0.652 -0.238
C 3.692 3.478 2.358
H -0.893 2.549 -3.066
C 1.796 -7.110 2.027
H 2.928 6.738 2.258
H 0.731 -3.683 -0.327
C -2.282 3.341 -0.312
C -0.749 4.018 -4.585
O -2.030 1.978 1.635
O 4.046 -7.849 2.121
H 4.663 -0.294 1.497
H -5.989 2.397 -0.605
C -5.111 -0.603 -1.123
F 0.128 0.710 0.651
C 4.266 -3.255 5.015
H -0.435 -1.699 6.005
H 2.980 1.911 1.040
C 0.473 1.660 6.253
C 2.854 5.714 1.926
H 4.533 -5.760 0.558
F 1.787 -0.963 1.169
C -3.387 0.299 -2.549
O 4.328 2.616 3.206
C 3.916 -3.363 3.688
C 3.027 2.971 1.254
C -0.297 4.331 -5.851
H 2.865 -4.056 -0.113
C 3.490 -5.979 0.755
O -1.585 -0.798 -6.310
H 1.873 1.780 -6.323
C -5.653 0.165 -3.322
H -1.172 1.742 1.264
C 2.600 -4.948 0.440
H -0.634 -0.912 -6.412
H -6.386 0.832 -5.061
H 5.224 0.026 4.876
H 5.047 -1.830 6.448
H -1.537 5.780 -6.145
H 3.638 -2.391 1.784
C -1.382 -2.463 -3.072
C -3.223 -2.176 -5.172
O -6.588 0.320 -4.276
C 2.330 3.841 0.431
H 0.005 -1.484 -4.270
H -0.072 2.568 7.852
*
```

Summary:
* E_LUMO: -7.066 eV
* gap between HOMO and LUMO: 2.072 eV
* electronic energy: -166281.97351 eV